{"formula": "C3H4N2OS", "method": "the ωB97M-V functional and the def2-TZVPD basis", "charge": 0, "elements": ["C", "C", "C", "N", "N", "O", "S", "H", "H", "H", "H"], "positions_angstrom": [[1.76206, 0.46061, -0.64422], [0.69742, 0.57689, 0.31659], [-1.54145, -0.44317, 0.58965], [1.60662, -0.32112, -1.63576], [-0.29314, -0.21972, -0.13989], [0.54413, 1.28917, 1.23675], [0.22791, -1.10617, -1.58729], [2.62760, 1.06229, -0.47202], [-1.54971, -1.20891, 1.30605], [-1.81091, 0.57064, 1.07090], [-2.27054, -0.66050, -0.04077]], "atomic_forces_ev_per_a": [[1.26, 0.80, 0.25], [-1.01, -1.52, -2.43], [2.45, 3.85, 1.82], [1.36, 0.08, -0.49], [-1.06, -2.70, -1.31], [0.37, 2.61, 3.55], [-1.98, 0.23, 1.42], [0.68, 0.16, -0.36], [0.68, -0.98, 1.24], [0.52, -1.68, -0.53], [-3.26, -0.86, -3.17]]}

{"formula": "C4H13N2", "method": "the ωB97M-V functional and the def2-TZVPD basis", "charge": 1, "smiles": "C[C@H]([NH3+])CCN", "elements": ["C", "C", "N", "C", "C", "N", "H", "H", "H", "H", "H", "H", "H", "H", "H", "H", "H", "H", "H"], "positions_angstrom": [[1.65485, 1.38337, 0.89982], [0.75248, 0.28954, 0.26126], [0.24154, 0.79310, -1.03983], [-0.59798, -0.14938, 0.96751], [-1.46826, -1.19272, 0.12564], [-0.80887, -1.64987, -1.10302], [2.67058, 1.14839, 1.34857], [1.98254, 2.19683, 0.20404], [1.12271, 2.11229, 1.56215], [1.39895, -0.52381, 0.11874], [-0.31406, 0.08964, -1.51506], [-0.51091, 1.51565, -1.00401], [1.01191, 0.95802, -1.76645], [-0.30702, -0.60387, 1.90441], [-1.20792, 0.80900, 1.08338], [-2.39531, -0.70447, -0.18479], [-1.67604, -2.10981, 0.73163], [-1.40429, -1.99850, -1.80316], [-0.14492, -2.36339, -0.79081]], "atomic_forces_ev_per_a": [[0.44, 2.39, 0.49], [-1.36, 1.57, 1.19], [0.92, 1.17, -2.59], [0.38, 0.74, -0.92], [0.05, -0.26, 0.34], [1.80, 0.42, 1.32], [-1.67, -0.60, -0.24], [-0.30, -1.06, -0.52], [0.09, -1.23, 0.19], [0.49, -1.40, -0.82], [-0.01, -1.93, 0.07], [1.51, 0.36, 0.44], [-1.30, 0.57, 1.42], [-0.33, 0.27, 0.44], [0.79, -1.31, 0.40], [-0.06, -0.21, 0.39], [-0.22, 1.14, -0.07], [-0.98, -0.76, -0.63], [-0.24, 0.11, -0.89]]}

ΔE to the lowest compared entry with this formula, charge and spin for every record listed, in sequence, given in eV: 1.584 1.633.
LUMO energy for every record listed, in sequence, given in eV: 0.3 -3.2.